Record 1
{"formula": "C53H88BClN4O22P", "method": "the ωB97M-V functional and the def2-TZVPD basis", "homo_lumo_gap_ev": 8.5853, "total_charge": 1, "relative_energy_kcal_mol": 409.7, "total_energy_ha": -4772.38339, "symbols": ["C", "C", "C", "C", "C", "C", "P", "O", "O", "C", "C", "O", "C", "C", "N", "C", "C", "C", "N", "C", "C", "C", "O", "C", "C", "O", "N", "C", "C", "C", "O", "C", "C", "C", "C", "Cl", "N", "B", "O", "O", "H", "H", "H", "H", "H", "H", "H", "H", "H", "H", "H", "H", "H", "H", "H", "H", "H", "H", "H", "H", "H", "H", "H", "H", "H", "H", "H", "H", "H", "H", "H", "H", "H", "H", "H", "H", "H", "H", "H", "H", "H", "H", "H", "H", "H", "H", "O", "C", "O", "C", "C", "C", "H", "H", "H", "H", "H", "H", "O", "C", "O", "C", "C", "C", "H", "H", "H", "H", "H", "H", "O", "C", "O", "C", "C", "C", "H", "H", "H", "H", "H", "H", "O", "C", "O", "C", "C", "C", "H", "H", "H", "H", "H", "H", "O", "C", "O", "C", "C", "C", "H", "H", "H", "H", "H", "H", "O", "C", "O", "C", "C", "C", "H", "H", "H", "H", "H", "H", "O", "C", "O", "C", "C", "C", "H", "H", "H", "H", "H", "H"], "positions_angstrom": [[-2.91589, 3.82240, 1.23466], [-1.87487, 2.86294, 1.29503], [-0.62187, 1.74517, 1.30387], [-0.70720, 0.62988, 0.14308], [-2.10767, 0.67766, -0.77788], [-3.32032, 0.01716, 0.16700], [-5.04521, 0.76089, -0.16863], [-4.98923, 1.61186, -1.49947], [-6.26246, -0.52312, -0.20157], [-6.76605, -0.73546, -1.56789], [-5.61875, -1.59054, -2.40261], [-5.44374, 1.72767, 1.26689], [-6.21391, 2.92080, 0.87802], [-6.51361, 3.85969, 2.21610], [0.47190, 0.41809, -0.76503], [0.94113, -1.00580, -0.57216], [-0.12997, -2.03518, -1.35728], [-1.12451, -3.08525, -0.56878], [-0.19410, -2.03356, -2.74690], [1.52938, 1.49787, -0.79885], [1.02442, 2.68444, -1.86721], [0.01075, 3.81490, -1.35207], [0.04231, 4.90111, -2.39469], [-1.25067, 5.60002, -2.42988], [-2.28066, 5.19067, -3.66458], [-1.50413, 6.54486, -1.51135], [2.83242, 1.12415, -1.44458], [2.76773, 0.66322, -2.86024], [3.93507, 0.59107, -0.64738], [5.46150, 1.19376, -0.99383], [3.95344, -0.36405, 0.30213], [1.83135, 2.11578, 0.73045], [2.79064, 3.47118, 0.60830], [3.98589, 3.61990, 1.68273], [5.08983, 4.70021, 1.04279], [4.86539, 2.13107, 2.26550], [0.61242, 2.54676, 1.48307], [0.81766, 2.66720, 2.98630], [0.34980, 3.95681, 3.60580], [1.42638, 1.65648, 3.87287], [-3.77296, 4.63739, 1.36792], [-0.80765, 1.20306, 2.35631], [-0.87872, -0.40534, 0.72300], [-2.05209, -0.04960, -1.71257], [-2.36174, 1.73289, -1.19100], [-3.05066, 0.14957, 1.32084], [-3.36459, -1.14745, -0.07962], [-7.71642, -1.45359, -1.50954], [-7.12159, 0.23632, -2.11763], [-5.16229, -2.37633, -1.63491], [-6.06734, -2.19066, -3.31093], [-4.81438, -0.81085, -2.75122], [-5.53711, 3.55004, 0.15914], [-7.26221, 2.63140, 0.44620], [-6.59558, 4.96947, 1.81292], [-5.64263, 3.82702, 3.00723], [-7.53078, 3.54045, 2.70442], [0.06567, 0.41300, -1.75254], [1.95415, -1.29277, -1.07928], [1.07859, -1.31829, 0.57277], [-0.68728, -4.17272, -0.70966], [-1.27709, -2.78759, 0.56058], [-2.16271, -3.08463, -1.14701], [-0.92360, -2.74571, -3.04659], [1.98278, 3.26054, -2.29014], [0.51564, 2.22306, -2.84492], [-1.13954, 3.52059, -1.30342], [0.24877, 4.37038, -0.35565], [-3.27748, 4.82649, -3.16971], [-2.41886, 6.11804, -4.37355], [-1.74692, 4.35133, -4.31501], [1.69293, 0.30614, -3.23162], [3.15373, 1.54729, -3.56037], [3.53353, -0.22569, -3.02572], [5.79294, 0.77967, -2.05870], [6.23931, 0.94038, -0.15238], [5.36516, 2.37310, -1.13536], [2.30889, 1.28624, 1.44644], [3.28509, 3.53345, -0.47736], [2.14561, 4.47362, 0.68717], [3.54626, 4.18215, 2.63935], [5.10096, 4.69437, -0.13194], [4.86307, 5.80152, 1.38851], [6.18625, 4.43494, 1.38932], [1.17695, 4.43188, 3.91384], [1.53801, 0.76687, 3.42357], [9.93699, -1.53192, 4.12849], [8.77539, -1.23965, 4.35966], [8.26731, 0.02452, 4.27072], [6.91141, 0.01659, 4.71484], [6.45228, -1.41023, 4.56545], [7.71533, -2.19232, 4.82320], [6.88276, 0.35570, 5.75568], [6.31872, 0.70218, 4.10221], [5.63115, -1.67093, 5.23846], [6.11527, -1.58572, 3.53655], [7.85811, -2.39528, 5.88821], [7.73821, -3.11919, 4.24545], [5.43699, -1.05437, 7.36114], [4.27539, -0.76210, 7.59232], [3.76731, 0.50207, 7.50337], [2.41141, 0.49414, 7.94749], [1.95228, -0.93268, 7.79811], [3.21533, -1.71477, 8.05586], [2.38276, 0.83325, 8.98833], [1.81872, 1.17973, 7.33487], [1.13115, -1.19338, 8.47111], [1.61527, -1.10817, 6.76921], [3.35811, -1.91773, 9.12086], [3.23821, -2.64164, 7.47811], [-0.12204, -6.24979, -2.69661], [0.52365, -5.87199, -3.66021], [0.57113, -4.57892, -4.09600], [1.32893, -4.51922, -5.30346], [2.19603, -5.75084, -5.29017], [1.33645, -6.75208, -4.56075], [0.63547, -4.50816, -6.15091], [1.92397, -3.60148, -5.32036], [2.49562, -6.07720, -6.28961], [3.10664, -5.55722, -4.71026], [0.66564, -7.28442, -5.24079], [1.94145, -7.45523, -3.98372], [-1.46301, -3.78298, 2.46832], [-2.62461, -3.49071, 2.69950], [-3.13269, -2.22654, 2.61056], [-4.48859, -2.23447, 3.05467], [-4.94772, -3.66129, 2.90529], [-3.68467, -4.44338, 3.16304], [-4.51724, -1.89536, 4.09551], [-5.08128, -1.54889, 2.44205], [-5.76885, -3.92199, 3.57829], [-5.28473, -3.83679, 1.87639], [-3.54189, -4.64634, 4.22804], [-3.66179, -5.37026, 2.58529], [-7.37355, -5.67795, -0.33473], [-8.41289, -5.09938, -0.06418], [-8.53898, -4.16419, 0.92259], [-9.90885, -3.78032, 1.03169], [-10.52564, -4.12490, -0.29863], [-9.73729, -5.33775, -0.72396], [-10.36317, -4.33789, 1.85745], [-9.97580, -2.71001, 1.24747], [-11.60297, -4.30144, -0.24084], [-10.35429, -3.30767, -1.00982], [-10.17036, -6.26242, -0.33249], [-9.63328, -5.38792, -1.81028], [4.18759, -3.69099, -7.11521], [4.17258, -4.39595, -8.11069], [4.21542, -5.76045, -8.08842], [4.29241, -6.24846, -9.42696], [3.74741, -5.13840, -10.28699], [4.15189, -3.90157, -9.52537], [5.33871, -6.47635, -9.65605], [3.70154, -7.16434, -9.52008], [4.12481, -5.16364, -11.31270], [2.65326, -5.20337, -10.32728], [5.15490, -3.56395, -9.80071], [3.42383, -3.09690, -9.65124], [4.63991, 7.57301, 0.82665], [3.60056, 8.15158, 1.09720], [3.47447, 9.08677, 2.08397], [2.10460, 9.47063, 2.19307], [1.48781, 9.12606, 0.86275], [2.27616, 7.91321, 0.43742], [1.65029, 8.91306, 3.01883], [2.03765, 10.54095, 2.40885], [0.41048, 8.94952, 0.92054], [1.65916, 9.94329, 0.15156], [1.84310, 6.98854, 0.82889], [2.38017, 7.86304, -0.64890]]}


Record 2
{"formula": "C54H100AgN3O16", "method": "the ωB97M-V functional and the def2-TZVPD basis", "homo_lumo_gap_ev": [7.6616, 3.4745], "total_charge": 2, "total_energy_ha": -3631.79482, "multiplicity": 3, "symbols": ["Ag", "C", "C", "C", "O", "H", "H", "H", "H", "H", "H", "H", "C", "C", "C", "C", "C", "C", "N", "O", "C", "C", "C", "H", "H", "H", "H", "H", "H", "H", "H", "H", "H", "H", "H", "H", "H", "H", "H", "H", "H", "H", "C", "C", "C", "C", "C", "C", "N", "O", "C", "C", "C", "H", "H", "H", "H", "H", "H", "H", "H", "H", "H", "H", "H", "H", "H", "H", "H", "H", "H", "H", "C", "C", "C", "C", "C", "C", "N", "O", "C", "C", "C", "H", "H", "H", "H", "H", "H", "H", "H", "H", "H", "H", "H", "H", "H", "H", "H", "H", "H", "H", "O", "C", "O", "C", "C", "C", "H", "H", "H", "H", "H", "H", "O", "C", "O", "C", "C", "C", "H", "H", "H", "H", "H", "H", "O", "C", "O", "C", "C", "C", "H", "H", "H", "H", "H", "H", "O", "C", "O", "C", "C", "C", "H", "H", "H", "H", "H", "H", "O", "C", "O", "C", "C", "C", "H", "H", "H", "H", "H", "H", "O", "C", "O", "C", "C", "C", "H", "H", "H", "H", "H", "H"], "positions_angstrom": [[23.25166, -21.91384, 1.70593], [24.33979, -20.54780, -2.12367], [22.95546, -21.03905, -1.69401], [22.62972, -22.51895, -2.17310], [22.66610, -20.93366, -0.33442], [25.15601, -21.13490, -1.70273], [24.53901, -19.53353, -1.77773], [24.27599, -20.53805, -3.21176], [22.18451, -20.43960, -2.17815], [21.73130, -22.98091, -1.76376], [23.36297, -23.09392, -1.60755], [22.71043, -22.75808, -3.23348], [26.99435, -24.63089, -8.85808], [26.27208, -23.36084, -8.31383], [24.76737, -23.80084, -8.54072], [23.81806, -22.85941, -7.78380], [24.13568, -23.02932, -6.31522], [25.62812, -22.68160, -5.92232], [26.56488, -23.34944, -6.88070], [27.87014, -23.01503, -6.56001], [25.75082, -21.12428, -5.90302], [25.81820, -23.27114, -4.51442], [26.73891, -22.08794, -9.08125], [26.78760, -24.79530, -9.91559], [26.83602, -25.56388, -8.31719], [28.07370, -24.49553, -8.78891], [24.46645, -23.94024, -9.57904], [24.51390, -24.76712, -8.10466], [22.81738, -23.10681, -8.13811], [23.86705, -21.82256, -8.11644], [23.96398, -24.00012, -5.85028], [23.48538, -22.25933, -5.90009], [26.71738, -20.68085, -5.66379], [25.56081, -20.67740, -6.87887], [25.05904, -20.78175, -5.13347], [26.70310, -22.84182, -4.04459], [25.00918, -23.18152, -3.78947], [26.02584, -24.34002, -4.56424], [26.40935, -22.26249, -10.10547], [27.81123, -21.95758, -9.22695], [26.26538, -21.15246, -8.78334], [28.03058, -23.79068, -6.01758], [19.87107, -17.61433, -6.55889], [20.66604, -17.18700, -5.35652], [21.18144, -18.52000, -4.66997], [22.36016, -19.13437, -5.40519], [23.56525, -18.22034, -5.47393], [23.17575, -16.84829, -6.02636], [21.80878, -16.33739, -5.67223], [21.48636, -15.04119, -6.02143], [24.28473, -15.88800, -5.56468], [23.26414, -16.86955, -7.58554], [19.71023, -16.45020, -4.37096], [20.45728, -18.28540, -7.18669], [19.70283, -16.72634, -7.16820], [18.90702, -18.03911, -6.27913], [21.51996, -18.25643, -3.66795], [20.26837, -19.11263, -4.61347], [22.06887, -19.47277, -6.39954], [22.64840, -20.08749, -4.96182], [24.28508, -18.64533, -6.17344], [23.96203, -18.08749, -4.46744], [25.25497, -16.32155, -5.80710], [24.22067, -14.87990, -5.97424], [24.44018, -15.67080, -4.50791], [23.06000, -15.86302, -7.95068], [24.25325, -17.17394, -7.92774], [22.44116, -17.48081, -7.95590], [18.94543, -17.08079, -3.91759], [19.02488, -15.79609, -4.90997], [20.16145, -15.79313, -3.62748], [21.45651, -15.07498, -6.98037], [19.51836, -24.74154, -4.01142], [18.98833, -23.65686, -5.00167], [20.32447, -22.89335, -5.37169], [20.10022, -21.98302, -6.61128], [19.48327, -22.70493, -7.72108], [18.17909, -23.48450, -7.45073], [18.27781, -24.21860, -6.16448], [17.18479, -24.84909, -5.71594], [17.01511, -22.43354, -7.42083], [17.95153, -24.45327, -8.66393], [18.15277, -22.60838, -4.24230], [19.87454, -25.59341, -4.59070], [18.71385, -25.13187, -3.38810], [20.30778, -24.37352, -3.35609], [20.68240, -22.23866, -4.57711], [21.08651, -23.66211, -5.49978], [21.10704, -21.67151, -6.88942], [19.55197, -21.08735, -6.31921], [20.22542, -23.44486, -8.02079], [19.27186, -22.01490, -8.53795], [17.03331, -21.58092, -6.74200], [16.94575, -22.01521, -8.42497], [16.04157, -22.89667, -7.26007], [18.13330, -23.96325, -9.62046], [18.61773, -25.31588, -8.65045], [16.88610, -24.66200, -8.76083], [17.92746, -21.68833, -4.78159], [18.79252, -22.39953, -3.38485], [17.15866, -22.94454, -3.94761], [17.39487, -25.74018, -6.00479], [21.84607, -23.76153, 1.63301], [21.08396, -24.66994, 1.20298], [20.23223, -25.28194, 2.04096], [19.59858, -26.40154, 1.43992], [20.26354, -26.56187, 0.09655], [20.90248, -25.18417, -0.16097], [18.56860, -26.05858, 1.34181], [19.69695, -27.27868, 2.07950], [19.72177, -27.06345, -0.70532], [21.07584, -27.27447, 0.23958], [20.20023, -24.44969, -0.55527], [21.81083, -25.32647, -0.74643], [18.54605, -15.70706, 0.51779], [19.53001, -16.44095, 0.56479], [20.00946, -17.00764, 1.60883], [21.03393, -17.97979, 1.38350], [21.64259, -17.38764, 0.04722], [20.37304, -16.93558, -0.63063], [20.56147, -18.96170, 1.35657], [21.81225, -17.96955, 2.14653], [22.18661, -18.19451, -0.44380], [22.31753, -16.60704, 0.39823], [19.81299, -17.69095, -1.18187], [20.55732, -16.12140, -1.33152], [24.43077, -23.65553, 0.63986], [25.40235, -24.29896, 0.25433], [25.32965, -24.98399, -0.91872], [26.42280, -25.73844, -1.17786], [27.44267, -25.00994, -0.30989], [26.68075, -24.51681, 0.93159], [26.66600, -25.62137, -2.23391], [26.32768, -26.77272, -0.84725], [27.91456, -24.11234, -0.70957], [28.26635, -25.70588, -0.15072], [27.00911, -23.55906, 1.33533], [26.39910, -25.16921, 1.75812], [16.42840, -23.12270, 2.00332], [17.07045, -22.39943, 1.23903], [18.40531, -22.32869, 1.26868], [18.95483, -21.64436, 0.17353], [17.81918, -20.90084, -0.43675], [16.59556, -21.55448, 0.10320], [19.36964, -22.38130, -0.51419], [19.76839, -21.01988, 0.54265], [17.89606, -20.80546, -1.51985], [17.64994, -19.85241, -0.19131], [16.09504, -22.04984, -0.72879], [15.99927, -20.77534, 0.57804], [25.45143, -21.33334, 1.59070], [26.35179, -20.60880, 1.26715], [27.52767, -21.13927, 0.75333], [28.56432, -20.09988, 0.69069], [27.90935, -18.73185, 0.97104], [26.45095, -19.09119, 1.33047], [29.14101, -19.91793, -0.21618], [29.19506, -20.35869, 1.54115], [28.00830, -18.08799, 0.09711], [28.51791, -18.07910, 1.59689], [25.77886, -18.70754, 0.56288], [26.18960, -18.87316, 2.36597], [26.20270, -15.43556, -2.76057], [26.74639, -16.47269, -3.13942], [26.78985, -17.56710, -2.39777], [27.33068, -18.61036, -3.16500], [27.38160, -18.10491, -4.62638], [27.49436, -16.67497, -4.47069], [26.66485, -19.47167, -3.11106], [28.34127, -18.86956, -2.84939], [26.49602, -18.31917, -5.22467], [28.25203, -18.51586, -5.13780], [27.30198, -15.96917, -5.27874], [28.52375, -16.42131, -4.21747]]}


Number 2 is which compound? C54H100AgN3O16